{"formula": "C33H50B3FNO34P", "method": "ωB97M-V/def2-TZVPD", "elements": ["C", "C", "C", "B", "O", "B", "F", "O", "B", "P", "N", "O", "O", "H", "H", "H", "H", "H", "H", "H", "H", "H", "H", "C", "C", "O", "C", "O", "O", "H", "H", "H", "H", "C", "C", "O", "C", "O", "O", "H", "H", "H", "H", "C", "C", "O", "C", "O", "O", "H", "H", "H", "H", "C", "C", "O", "C", "O", "O", "H", "H", "H", "H", "C", "C", "O", "C", "O", "O", "H", "H", "H", "H", "C", "C", "O", "C", "O", "O", "H", "H", "H", "H", "C", "C", "O", "C", "O", "O", "H", "H", "H", "H", "C", "C", "O", "C", "O", "O", "H", "H", "H", "H", "C", "C", "O", "C", "O", "O", "H", "H", "H", "H", "C", "C", "O", "C", "O", "O", "H", "H", "H", "H"], "xyz": [[-0.045301, -2.272543, 3.743247], [0.705644, -1.110898, 2.939221], [1.447880, -1.762586, 1.688547], [1.408799, -0.847557, 0.377379], [0.220596, -0.649834, -0.433330], [0.583244, -1.121112, -1.725884], [-0.346131, -1.925956, -2.424173], [1.840374, -0.857853, -2.349840], [2.855432, -0.920993, -1.344993], [4.484727, -1.931136, -1.451701], [5.523288, -1.553995, -0.075119], [4.003312, -3.569494, -1.158431], [2.587367, -0.178874, -0.136459], [-1.127813, -2.257032, 3.481503], [0.385633, -3.253695, 3.405003], [0.171955, -2.094281, 4.823244], [1.442198, -0.558979, 3.584979], [-0.028861, -0.368469, 2.526558], [2.504920, -2.068670, 1.946164], [0.933495, -2.732187, 1.406081], [5.000150, -1.720743, 0.796888], [6.258549, -2.275286, -0.056961], [4.331861, -3.822062, -0.281506], [-2.103327, 3.067972, 2.540593], [-3.467088, 2.945697, 3.155393], [-3.597743, 1.539386, 3.355458], [-2.343575, 1.022399, 3.428560], [-2.092294, -0.095109, 3.753463], [-1.409662, 1.945271, 3.080813], [-1.607186, 3.995249, 2.809104], [-2.124531, 2.979540, 1.455213], [-3.537571, 3.449383, 4.123300], [-4.254657, 3.321755, 2.503531], [0.498934, 5.595756, -0.960347], [0.832283, 4.469651, -0.024963], [-0.217547, 4.536424, 0.940345], [-1.272145, 5.156443, 0.342099], [-2.373084, 5.230164, 0.807765], [-0.919928, 5.683555, -0.855159], [0.800422, 5.391205, -1.986730], [0.935987, 6.546496, -0.644813], [0.799978, 3.492812, -0.514319], [1.804401, 4.595062, 0.449709], [-4.407730, 7.716304, 0.556083], [-5.167717, 7.382867, -0.693879], [-6.398813, 6.874545, -0.186055], [-6.566088, 7.387462, 1.059882], [-7.570231, 7.294677, 1.694866], [-5.444881, 8.018490, 1.488546], [-3.742803, 8.569944, 0.425434], [-3.829389, 6.870584, 0.932441], [-5.374816, 8.263940, -1.307518], [-4.660254, 6.637533, -1.305489], [1.609102, -0.907324, -6.177819], [0.309329, -0.222802, -5.924670], [0.427300, 0.985365, -6.668692], [1.342221, 0.760082, -7.649651], [1.557999, 1.508180, -8.551077], [1.980556, -0.428184, -7.467748], [1.517011, -1.992666, -6.180388], [2.378829, -0.617991, -5.457698], [-0.543857, -0.788895, -6.307237], [0.153434, -0.014019, -4.867118], [8.091717, -2.977587, -4.474196], [8.233162, -1.494356, -4.287079], [7.918138, -1.319468, -2.909413], [8.157702, -2.499384, -2.286190], [8.155415, -2.648872, -1.103448], [8.401973, -3.488684, -3.181117], [8.777012, -3.372886, -5.223234], [7.071967, -3.272072, -4.735160], [9.253842, -1.144785, -4.463750], [7.550428, -0.925601, -4.917434], [1.660331, -4.234776, 7.787922], [3.091639, -4.683318, 7.731205], [3.224793, -5.148779, 6.391254], [2.273145, -4.526920, 5.650366], [2.216186, -4.570216, 4.460506], [1.396336, -3.854657, 6.437994], [1.510641, -3.395477, 8.466181], [0.978840, -5.042647, 8.067262], [3.795662, -3.862384, 7.893122], [3.305857, -5.480408, 8.442523], [-10.034856, 7.871935, 4.441770], [-10.650303, 7.259368, 3.217754], [-11.803494, 6.600736, 3.737161], [-12.132966, 7.219500, 4.900352], [-13.140504, 7.025072, 5.503129], [-11.163383, 8.090050, 5.286176], [-9.521692, 8.808549, 4.228341], [-9.340868, 7.194301, 4.945728], [-10.970075, 8.009348, 2.489491], [-9.985351, 6.550864, 2.726646], [3.857717, 1.545329, -11.966910], [2.547830, 2.230314, -11.705082], [2.668016, 3.439397, -12.451647], [3.578993, 3.219691, -13.434427], [3.791146, 3.968813, -14.334137], [4.216847, 2.032342, -13.257524], [3.768804, 0.459512, -11.972011], [4.632199, 1.834508, -11.251435], [1.694792, 1.662557, -12.086325], [2.389810, 2.438742, -10.648486], [0.366819, -8.060111, 5.459412], [1.471455, -9.078032, 5.449407], [2.178560, -8.789320, 6.653602], [1.313243, -8.164798, 7.491397], [1.536428, -7.933735, 8.639764], [0.162533, -7.833487, 6.853525], [-0.544333, -8.424436, 4.986862], [0.658986, -7.118651, 4.986565], [1.097193, -10.104316, 5.496883], [2.123358, -8.978857, 4.582290], [-1.749695, -6.004890, -0.410297], [-1.625748, -4.517985, -0.233581], [-1.967779, -4.333903, 1.137628], [-1.729218, -5.509577, 1.776703], [-1.751733, -5.650337, 2.957276], [-1.458800, -6.504661, 0.890924], [-1.047091, -6.399087, -1.143936], [-2.761796, -6.310814, -0.688480], [-0.604803, -4.161907, -0.397184], [-2.301409, -3.960364, -0.881090]], "forces_ev_per_angstrom": [[0.8151, 0.7120, -0.7081], [-0.3327, -0.7371, -0.6269], [0.2137, -0.0801, -0.5037], [0.2405, 1.2467, 0.6312], [2.0864, -1.8515, -1.4110], [-1.5495, -0.1341, -0.4876], [1.9410, 1.8745, 1.2439], [-0.4958, -1.4071, 1.8624], [-1.1032, 1.9884, 1.7290], [2.2317, -1.5102, -0.6105], [-1.9329, -1.0151, -0.0935], [-0.0357, 1.3017, 0.0346], [-0.9920, -2.3638, -1.0893], [0.8633, -0.0029, 0.5564], [-0.3996, 0.9216, 0.7187], [-0.6638, -0.5026, -0.7802], [-0.6843, -0.5500, -0.6970], [0.6155, -0.6409, 0.7260], [-1.0316, 0.4395, -0.2367], [0.2974, 0.9864, 0.3789], [0.1705, 0.5153, -0.1951], [0.1023, 0.7058, -0.4232], [-0.2823, 0.0267, -0.1617], [0.2006, 0.3409, -0.0979], [-0.4655, 0.4053, 0.0290], [0.3889, -0.0900, -0.0319], [0.0201, -0.4690, 0.1753], [-0.2522, 0.4156, -0.0340], [-0.3116, -0.2432, 0.1738], [0.0968, -0.2349, 0.0721], [-0.0593, -0.1266, 0.1243], [0.0327, -0.0537, -0.0271], [-0.0236, -0.2019, 0.0500], [0.4844, 0.3079, -0.4440], [0.6381, -0.3991, 0.0003], [-0.4922, 0.4987, -0.4373], [-0.2421, 0.1010, 0.1047], [0.5473, 0.0639, -0.2988], [-0.2096, -0.2266, 0.4319], [-0.2261, 0.0443, 0.0157], [-0.0566, -0.0450, 0.0181], [-0.0478, 0.0445, 0.0407], [-0.1732, -0.0392, 0.1661], [0.7870, 0.0444, 0.1603], [0.2187, -0.0042, -0.6297], [-0.0263, 0.1386, 0.4019], [-0.2551, -0.0003, 0.1890], [0.0968, 0.0092, -0.0555], [-0.4511, -0.1373, -0.2046], [-0.1607, 0.0578, 0.1590], [-0.1226, 0.0937, -0.0792], [-0.0358, -0.0304, 0.0537], [-0.1916, -0.0802, 0.0809], [0.5977, -0.6696, 0.3714], [-0.7891, -0.0976, 0.5531], [0.4746, -0.0970, -0.3849], [0.0698, 0.2276, -0.2616], [-0.0141, -0.1738, 0.1673], [-0.3560, 0.5065, -0.0922], [0.0973, 0.0707, -0.1600], [-0.0312, -0.0019, -0.0334], [0.0349, 0.0336, 0.0056], [-0.0468, 0.1614, -0.1177], [-0.0851, -0.3714, -0.5802], [0.0547, 0.4844, -0.4414], [0.1228, -0.3687, 0.1685], [-0.0490, 0.0036, 0.3034], [-0.0277, -0.0574, -0.2022], [-0.0302, 0.3142, 0.2354], [0.0332, -0.1055, 0.2014], [0.0275, 0.0385, 0.0660], [-0.0320, -0.0391, 0.0373], [-0.0355, 0.0499, 0.2214], [-0.4382, 0.0373, 0.5557], [0.4557, -0.1212, 0.6437], [-0.3138, 0.1170, -0.2085], [-0.1033, 0.0611, -0.3274], [0.0967, -0.0949, 0.1806], [0.3725, -0.1930, -0.2508], [-0.0711, 0.0596, -0.2222], [0.0645, -0.0006, -0.0429], [-0.0441, -0.0115, -0.0718], [0.0224, -0.0833, -0.2180], [0.5936, 0.2336, 0.0950], [0.3106, -0.1515, -0.6910], [-0.0101, 0.2125, 0.3853], [-0.4603, -0.1077, 0.2313], [0.2216, 0.0524, -0.1146], [-0.2235, -0.2102, -0.1675], [-0.1402, 0.0088, 0.1420], [-0.0560, 0.0035, -0.0317], [0.0051, -0.0144, 0.0616], [-0.1676, -0.0346, 0.0296], [0.2706, -0.4597, 0.2778], [-0.4959, -0.0843, 0.5777], [0.3494, -0.1481, -0.2564], [0.0220, 0.3911, -0.3934], [-0.0200, -0.1793, 0.1904], [-0.1955, 0.2333, 0.0040], [0.0851, 0.0738, -0.1810], [-0.0444, 0.0282, -0.0351], [0.0584, 0.0223, -0.0206], [-0.0555, 0.1295, -0.1348], [-0.3630, 0.2553, -0.5977], [0.1751, -0.3799, -0.4844], [-0.2698, 0.1892, 0.2283], [0.0552, 0.0536, 0.2878], [0.0033, 0.0737, -0.2184], [0.3765, -0.1308, 0.2408], [-0.0424, 0.1099, 0.2042], [-0.0158, -0.0445, 0.0249], [0.0056, 0.0529, 0.0484], [0.1172, 0.0322, 0.1960], [-0.0456, -0.3665, -0.5470], [0.0347, 0.4804, -0.3815], [0.0696, -0.3929, 0.0425], [-0.0026, 0.0598, 0.6132], [0.0211, -0.0342, -0.2645], [-0.0207, 0.2752, 0.1064], [0.0241, -0.0993, 0.1901], [0.0263, 0.0386, 0.0427], [-0.0291, -0.0309, 0.0339], [-0.0070, 0.0726, 0.2062]], "mulliken_charge": [-0.80, 0.33, -0.44, 0.23, -0.36, 0.45, -0.24, 0.00, 0.22, 0.24, -0.58, -0.57, -0.17, 0.31, 0.25, 0.11, 0.37, -0.34, 0.11, 0.05, 0.26, 0.28, 0.29, 0.09, -0.29, -0.35, 0.51, -0.48, -0.32, 0.28, 0.05, 0.24, 0.23, -0.37, -0.25, -0.27, 0.67, -0.55, -0.33, 0.32, 0.26, 0.18, 0.31, 0.10, -0.33, -0.33, 0.62, -0.54, -0.32, 0.30, -0.01, 0.28, 0.27, -0.22, 0.00, -0.33, 0.57, -0.51, -0.35, 0.33, 0.22, 0.26, 0.00, -0.32, -0.30, -0.29, 0.69, -0.59, -0.32, 0.30, 0.26, 0.27, 0.28, -0.25, -0.40, -0.36, 0.61, -0.50, -0.24, 0.31, 0.21, 0.30, 0.31, -0.26, -0.16, -0.34, 0.61, -0.52, -0.33, 0.28, 0.26, 0.23, 0.23, -0.29, -0.12, -0.32, 0.63, -0.52, -0.33, 0.28, 0.26, 0.21, 0.21, -0.03, -0.38, -0.33, 0.68, -0.55, -0.32, 0.31, 0.04, 0.28, 0.31, -0.39, -0.01, -0.26, 0.63, -0.52, -0.33, 0.32, 0.26, 0.00, 0.30], "e_homo_ev": -8.9, "homo_lumo_gap_ev": 8.26, "total_charge": 0, "multiplicity": 1, "lumo_ha": -0.023}